A cluster of 11 separate species, C44H76N8O6S3 in total in a non-equilibrium geometry. Source: the Open Molecules 2025 dataset; level of theory: ωB97M-V with the def2-TZVPD basis set.

Values from the calculation:
Energy relative to the best compared isomer or geometry (same formula, charge and spin) in kJ/mol: 75.81
SMILES: O=S1(=O)CCCC1.O=S1(=O)CCCC1.O=S1(=O)CCCC1.c1cc[nH]c1.c1cc[nH]c1.CCCC#N.CCCC#N.CCCC#N.CCCC#N.CCCC#N.CCCC#N

Each line ends with the Löwdin charge.
Cartesian coordinates (Å):
C 5.45946 7.78224 13.97620  -0.251
H -2.39251 3.02474 4.19198  0.063
N -0.27428 3.32884 6.83807  0.144
C -3.51056 4.68173 13.05005  -0.282
H 3.72016 0.43948 15.75210  0.066
H 9.06973 -4.97770 16.04917  0.092
C 6.89213 -0.56760 22.87284  -0.229
H 0.94845 -6.04263 5.68214  0.100
H 2.67072 1.88809 16.13974  0.073
H -3.16237 4.02005 2.96454  0.069
H 6.28928 6.88228 24.46576  0.094
N 10.13504 3.63093 12.93175  0.125
H -3.73642 5.74558 13.12303  0.111
H 5.13507 6.85349 12.01580  0.072
C 12.58198 -4.05841 7.64075  -0.248
H 4.79045 -4.00309 21.53737  0.064
H 14.69974 -3.55277 8.14595  0.107
H 4.01131 1.91046 14.92833  0.073
C 9.91703 -5.56638 16.36841  -0.127
C 3.20818 1.32541 15.37645  -0.104
H 3.71880 10.25799 23.86118  0.112
H 1.81360 -0.10242 12.45091  0.112
C 11.82870 -6.66492 16.81597  -0.152
H 4.58173 9.61518 14.60258  0.115
C 10.20411 4.64650 16.74177  -0.120
H -1.12132 5.62752 4.11904  0.099
H 4.66000 -7.07913 6.21263  0.096
C 11.20836 -5.79670 15.88064  -0.100
S 2.41342 -7.90368 5.98681  0.685
C 4.76211 8.63284 15.03915  -0.195
C -4.33231 4.17070 11.88306  -0.110
C 10.73335 3.37558 13.90863  -0.229
C 5.29886 8.95105 24.35193  -0.217
C 5.48898 1.75673 6.32413  -0.200
H 4.88172 9.97439 22.53934  0.115
C 4.31090 9.50525 23.34069  -0.230
C -0.12127 3.56681 5.73802  -0.247
H 8.04692 3.62170 5.81979  0.095
C 3.84374 -0.57839 13.03639  -0.219
C 3.41317 8.17928 15.43265  -0.245
H 7.02972 -2.74511 20.87873  0.101
H 0.26472 3.01967 3.83886  0.115
H 2.70811 8.12465 23.60412  0.094
H 11.12970 -7.55178 18.58969  0.149
H -4.37083 4.82474 11.01192  0.076
H 10.91229 -2.63281 9.53859  0.100
H 3.18508 -5.37297 7.59113  0.113
H 3.87627 -2.71750 20.81373  0.073
C 0.05329 3.96029 4.34744  -0.201
H 5.09860 -3.78906 19.92511  0.066
H 5.57665 6.80972 14.45430  0.107
H 12.60953 -4.73561 6.78707  0.119
H 10.22711 4.57730 17.82933  0.071
H 4.35651 -4.73051 5.50849  0.110
H 1.58888 1.75503 14.13893  0.096
H 2.91989 8.40246 21.87118  0.099
C 11.49644 4.21276 16.10310  -0.260
H 3.05425 1.21928 12.42991  0.112
H 3.00022 -5.22875 4.56490  0.106
H 6.52746 -2.59583 23.26865  0.110
C 5.94750 7.63200 23.75218  -0.179
H 6.90658 2.66529 3.58196  0.080
S 4.55852 6.83943 22.77619  0.732
C 2.16220 0.84924 14.33629  -0.257
H 9.25855 4.21927 16.40784  0.076
N 4.74462 -1.33400 13.06719  0.124
C -3.67538 3.91119 14.32907  -0.202
H 10.85552 -1.23591 8.38095  0.097
C 2.56804 -5.25532 6.70034  -0.226
C 7.15847 3.00869 5.78404  -0.116
H 10.33242 -3.74736 7.49423  0.114
O 4.87217 6.65092 21.32237  -0.376
H 5.26072 8.79102 15.99543  0.117
H -5.39151 4.14040 12.13855  0.070
C 3.54074 -5.45303 5.48449  -0.199
H -4.03282 3.14058 11.69006  0.077
O 1.73897 -8.42265 4.84195  -0.325
O 2.75254 -8.80053 7.09160  -0.338
C 6.09902 -1.81358 22.64206  -0.178
C 3.89133 -6.96185 5.44877  -0.218
H 12.41154 2.66630 14.80006  0.113
H 4.89023 0.86810 4.45482  0.090
H -2.45625 4.68450 12.77343  0.110
H 11.78308 -5.33317 15.09246  0.085
C -1.15825 4.63001 3.68119  -0.253
C -5.01272 3.89669 14.93719  -0.225
N -6.07925 3.96025 15.36980  0.137
H -3.43083 2.88698 14.04747  0.117
H 6.11945 9.63331 24.57387  0.107
H -2.99202 4.19732 15.12858  0.120
C 9.73766 -6.39923 17.45608  -0.146
H 8.84540 -6.45782 18.06174  0.098
H -0.91509 4.77088 2.62804  0.103
H 10.89916 2.15854 15.64405  0.118
H 6.46833 8.18473 13.88516  0.109
H 6.05499 -1.33803 20.55761  0.098
H 3.64675 7.41721 12.69411  0.072
C 13.76490 -3.16189 7.74422  -0.223
H 12.77448 -7.18618 16.80274  0.104
H 0.89592 4.63018 4.17624  0.120
C 2.67403 0.34119 12.95190  -0.179
H 2.09971 -4.27978 6.83106  0.116
O 13.55858 -0.48625 8.29982  -0.368
H 11.28930 -2.77045 6.54550  0.110
H 13.99450 -2.67364 6.79712  0.103
N 7.52011 0.42097 23.00202  0.118
N 2.37438 7.80835 15.72710  0.136
O 3.90570 5.79159 23.54966  -0.353
N 6.42834 2.54162 6.84597  0.012
H 12.18205 4.05355 16.93538  0.104
H 11.94671 4.99690 15.49443  0.105
C 11.43023 2.97724 15.15846  -0.172
C 11.28945 -3.22725 7.53517  -0.234
O 13.43053 -2.09898 10.29343  -0.356
C 4.71613 7.62557 12.66116  -0.109
H 6.68104 7.81609 22.96724  0.091
C 5.49915 1.61961 4.93530  -0.105
H -3.10364 4.48196 4.74884  0.074
H 4.86395 8.77878 25.33644  0.112
C 4.85534 -3.19653 20.80707  -0.106
H 1.46679 0.12990 14.76877  0.103
H 12.51546 -4.63761 8.56173  0.119
C 6.07480 -2.27513 21.11399  -0.227
H 4.71667 1.35857 6.96552  0.104
C 6.55395 2.46406 4.58274  -0.117
N 10.95816 -6.95495 17.79315  -0.004
H 0.91013 -6.61816 7.38883  0.103
S 13.18276 -1.81478 8.87656  0.752
H 9.96460 5.69800 16.58337  0.069
C 3.44158 8.33558 22.82589  -0.203
C -2.58714 4.05376 3.88978  -0.087
C 11.33656 -2.17815 8.64339  -0.192
H 4.69926 8.51537 12.03181  0.071
C 1.54292 -6.33723 6.54696  -0.221
H 4.21030 -7.52348 4.57074  0.099
H 6.63796 2.73073 7.81571  0.158
H 5.09853 -1.46522 22.89850  0.110

Forces on the atoms, in the same order (eV/Å):
C -0.2 -0.7 1.1
H -0.5 -0.4 -0.1
N -0.2 -0.5 1.5
C 0.1 1.7 -1.0
H -0.1 0.1 0.6
H 0.4 0.2 -0.5
C 1.9 2.0 -0.2
H -0.4 -0.4 0.0
H 0.4 -0.1 0.2
H -0.1 0.3 0.3
H 0.0 0.2 0.0
N 1.6 -0.5 2.5
H -0.1 0.1 0.6
H 0.2 -0.1 0.3
C -1.3 -1.2 0.4
H 0.1 0.1 0.5
H -0.3 -0.2 0.2
H -0.3 0.4 -0.1
C -1.0 -1.1 0.5
C -0.1 -1.2 -0.9
H -0.2 0.1 -0.4
H 0.4 -0.1 -0.4
C 0.3 0.8 -1.5
H 0.1 0.3 0.1
C -1.4 1.1 0.4
H -0.3 0.3 -0.2
H -0.1 -0.5 0.1
C 1.9 -0.7 1.3
S 0.9 1.5 1.8
C -1.3 0.8 -0.2
C -0.8 -0.5 0.5
C -1.9 0.0 -1.9
C 1.4 -1.4 -0.1
C -2.9 -2.0 0.5
H -0.2 0.1 -0.1
C -0.1 -0.2 -0.3
C 0.2 1.2 -1.2
H -0.2 0.0 0.4
C 1.4 -2.1 0.0
C 1.0 -0.1 -0.6
H -0.1 -0.2 0.0
H 0.2 -0.1 -0.3
H 0.0 -0.3 -0.1
H -0.1 0.1 -0.4
H 0.8 -0.2 -0.1
H 0.4 0.4 0.3
H -0.1 -0.2 0.3
H 0.3 0.2 -0.4
C -0.4 -1.0 -0.9
H -0.5 0.5 -0.5
H 0.2 -0.3 -0.3
H 0.4 -0.1 0.1
H 0.0 -0.4 0.0
H 0.3 -0.5 0.2
H -0.4 -0.2 -0.4
H 0.4 0.2 0.0
C 0.7 -0.4 -0.4
H -0.2 -0.1 -0.4
H -0.2 0.2 -0.1
H -0.5 0.0 0.2
C -1.4 0.1 -0.5
H 0.2 0.0 0.1
S -1.2 1.0 -1.9
C 0.4 0.8 0.0
H 0.3 -0.7 -0.2
N -2.4 2.2 0.0
C -0.1 -0.8 0.4
H 0.1 -0.1 0.2
C 1.4 -0.5 0.2
C -0.8 -0.7 -2.9
H 0.3 -0.6 0.6
O 0.0 0.1 3.1
H 0.6 -0.2 -0.3
H -0.1 -0.2 0.4
C -1.4 0.0 -0.7
H 0.0 0.1 -0.6
O -0.4 -0.3 -0.7
O -0.4 1.1 -1.0
C 0.5 0.9 -1.2
C 0.4 -0.1 1.2
H 0.1 -0.2 0.5
H 0.0 0.5 -0.4
H 0.1 -0.3 0.1
H -0.4 0.0 -0.2
C -0.5 1.3 0.6
C -0.6 0.4 -0.3
N 0.6 -0.2 -0.1
H 0.0 -0.3 0.4
H 0.0 0.2 -0.3
H 0.2 0.2 -0.2
C 0.2 1.0 0.7
H 0.3 -0.2 0.2
H -0.1 -0.2 0.0
H 0.1 -0.1 -0.2
H -0.1 0.0 -0.4
H -0.2 -0.2 -0.3
H 0.0 -0.4 0.8
C 0.3 1.5 0.2
H 0.1 0.4 -0.1
H 0.2 -0.2 0.5
C 0.7 0.4 1.3
H 0.1 0.1 -0.6
O -0.7 -2.8 1.1
H 0.2 0.5 -0.1
H -0.1 0.2 0.0
N -1.9 -2.9 -0.3
N -0.8 -0.2 0.2
O 0.9 0.4 -0.5
N 1.3 0.9 -1.3
H 0.3 -0.4 -0.3
H -0.1 0.2 0.2
C -0.4 1.0 -0.2
C 0.4 0.9 -0.8
O 0.4 0.1 -1.6
C -0.3 0.4 -1.0
H 0.2 0.2 0.3
C 0.6 0.5 2.6
H -0.1 0.3 -0.4
H -0.3 -0.4 -0.2
C 1.4 -0.4 0.5
H 0.2 -0.1 0.1
H 0.1 -0.4 0.0
C -0.5 0.7 1.3
H 0.2 -0.2 0.2
C 2.0 1.2 1.1
N -1.7 -0.4 -0.1
H 0.1 0.3 0.0
S -0.9 1.8 0.2
H 0.5 0.3 -0.2
C 0.6 -0.3 1.0
C 1.6 -1.0 0.3
C 0.8 0.0 -0.7
H 0.5 0.4 0.2
C -0.3 -1.2 -0.4
H 0.0 0.8 -0.4
H -0.3 -0.2 -0.3
H -0.2 -0.7 0.4